# 1
This record from the Open Molecules 2025 dataset describes a molecular structure, C23H38BBrNiO4. The level of theory is ωB97M-V/def2-TZVPD.

XYZ file:
```
68
Properties=species:S:1:pos:R:3:forces:R:3
Br 2.693 -0.182 -2.029 -0.1 0.1 0.1
Ni 0.151 0.169 -1.985 0.2 0.7 0.3
O -2.637 0.970 -2.441 0.0 0.1 -0.1
O 0.121 1.904 -2.910 0.0 -0.3 -0.4
O -2.445 -1.206 -1.789 0.0 0.0 0.0
O 0.251 -0.478 -0.231 -0.3 -0.3 -0.2
C 2.623 -0.304 -0.114 -0.1 -0.1 0.1
C 5.082 -0.443 2.793 0.0 0.1 0.0
C 3.824 -0.301 0.567 -0.1 0.0 0.0
C -0.623 1.301 -5.073 0.0 0.0 -0.1
C 5.191 -1.794 3.510 0.0 0.0 0.0
C -0.462 3.757 -4.219 0.0 -0.1 0.1
C 1.345 -0.530 1.898 0.0 0.0 -0.2
C -4.963 1.439 -2.013 0.0 0.0 0.0
C 0.083 -0.681 2.766 0.0 0.0 -0.1
C -1.247 -0.469 2.034 0.0 0.0 0.0
C -3.971 0.406 -2.515 -0.1 0.1 0.0
C 1.349 -0.437 0.471 0.2 0.0 0.1
C 5.029 0.682 3.838 0.0 0.0 0.0
C -0.296 2.283 -3.998 0.0 0.0 0.1
C 0.119 0.343 3.909 0.0 0.0 0.1
C 3.813 -0.419 1.946 0.0 0.0 0.0
C -4.236 0.085 -3.982 0.0 0.0 0.0
C 6.337 -0.242 1.945 0.0 0.0 0.0
C -3.844 -0.863 -1.628 0.0 -0.1 0.0
C -4.687 -2.043 -2.073 0.0 0.0 0.0
C 2.563 -0.531 2.557 0.1 0.0 0.0
C -4.065 -0.580 -0.148 0.0 0.0 0.0
C 0.070 -2.100 3.353 0.0 0.0 0.0
B -1.767 -0.054 -2.102 0.0 -0.1 0.3
H 4.743 -0.206 0.008 0.0 0.0 0.0
H -4.425 -2.362 -3.080 0.0 0.0 0.0
H -3.542 -0.671 -4.354 0.0 0.0 0.0
H -4.694 1.797 -1.022 0.0 0.0 0.0
H 4.340 -1.963 4.171 0.0 0.0 0.0
H -0.898 1.780 -6.008 0.0 0.0 0.0
H -5.750 -1.793 -2.049 0.0 0.0 0.0
H -0.777 0.236 4.524 0.0 0.0 0.0
H 4.181 0.563 4.512 0.0 0.0 0.0
H 5.221 -2.613 2.791 0.0 0.0 0.0
H 7.220 -0.249 2.586 0.0 0.0 0.0
H 2.544 -0.637 3.635 0.0 0.0 0.0
H -4.523 -2.881 -1.396 0.0 0.0 0.0
H -1.290 0.506 1.550 0.0 0.0 0.0
H 0.238 0.649 -5.225 0.0 0.0 0.0
H -2.053 -0.523 2.773 0.0 0.0 0.0
H -1.099 4.145 -3.424 0.0 0.0 0.0
H 0.981 0.220 4.565 0.0 0.0 0.0
H 4.937 1.655 3.353 0.0 0.0 0.0
H -5.971 1.023 -1.973 0.0 0.0 0.0
H -5.116 -0.384 0.070 0.0 0.0 0.0
H 6.099 -1.832 4.115 0.0 0.0 0.0
H 6.318 0.713 1.416 0.0 0.0 0.0
H -4.980 2.291 -2.693 0.0 0.0 0.0
H 6.457 -1.038 1.208 0.0 0.0 0.0
H -4.110 0.994 -4.572 0.0 0.0 0.0
H 0.953 -2.290 3.965 0.0 0.0 0.0
H 0.515 4.230 -4.114 0.0 0.0 0.0
H -3.749 -1.450 0.425 0.0 0.0 0.0
H -0.884 4.000 -5.189 0.0 0.0 0.0
H 0.048 -2.843 2.555 0.0 0.0 0.0
H 5.938 0.683 4.443 0.0 0.0 0.0
H -5.253 -0.279 -4.135 0.0 0.0 0.0
H -0.815 -2.244 3.978 0.0 0.0 0.0
H -3.472 0.272 0.184 0.0 0.0 0.0
H 0.140 1.360 3.515 0.0 0.0 0.0
H -1.450 0.683 -4.717 0.0 0.0 0.0
H -1.419 -1.221 1.271 0.0 0.0 0.0
```
Forces are in eV/Å.

Computed properties:
LUMO (spin up / spin down) in Eh: 0.0132 / 0.0061
HOMO-LUMO gap (spin up / spin down) in Eh: 0.273 / 0.267

natural (NBO) atomic charge list, values in e, 6 entries: number 1, Br, carries 0.02; number 2, Ni, carries 0.80; number 3, O, carries -0.77; number 4, O, carries -0.60; number 5, O, carries -0.75; number 6, O, carries -0.84



# 2
This record from the Open Molecules 2025 dataset describes C5H7N3 in the gas phase at a distorted geometry. The level of theory is ωB97M-V/def2-TZVPD.

XYZ file:
```
15
Properties=species:S:1:pos:R:3:forces:R:3
N 1.341 1.316 -0.163 0.3 0.1 0.4
N 0.309 -0.803 1.199 5.0 0.9 3.9
N -1.252 -1.160 0.049 -4.8 -1.3 -3.3
C -2.252 -1.138 -0.991 0.2 0.3 -0.2
C 1.346 -0.176 1.656 0.0 0.5 -0.4
C 1.909 0.947 0.997 0.2 0.1 0.0
C -0.281 -0.381 0.078 -0.2 -0.1 0.0
C 0.278 0.725 -0.680 -0.6 -0.5 -0.3
H 1.794 -0.524 2.576 0.1 0.0 0.1
H 2.770 1.489 1.341 0.1 0.1 -0.1
H 1.750 2.099 -0.668 -0.1 -0.2 0.1
H -3.234 -1.047 -0.523 -0.1 0.0 -0.1
H -2.230 -2.092 -1.525 -0.1 0.1 -0.1
H -0.113 1.072 -1.622 0.1 0.1 0.0
H -2.136 -0.327 -1.724 -0.1 0.0 -0.1
```
Forces are in eV/Å.

Computed properties:
LUMO (spin up / spin down) in Eh: 0.0028 / 0.0028
ΔE to the lowest compared entry with this formula, charge and spin in kJ/mol: 359.5
HOMO-LUMO gap (spin up / spin down) in Eh: 0.262 / 0.262

natural (NBO) atomic charge list, values in e, 6 entries: number 1, N, carries -0.36; number 2, N, carries -0.34; number 3, N, carries -0.46; number 4, C, carries -0.44; number 5, C, carries 0.03; number 6, C, carries -0.17



# 3
This record from the Open Molecules 2025 dataset describes a molecular structure, C45H54N15ORbS. The level of theory is ωB97M-V/def2-TZVPD.

XYZ file:
```
117
Properties=species:S:1:pos:R:3:forces:R:3
Rb -0.614 -0.527 0.784 -0.2 0.0 -0.3
S 1.073 2.691 -2.357 -0.1 0.0 0.1
O 9.283 -8.128 -5.802 0.1 -0.1 -0.1
N 3.958 -4.937 -3.908 -0.1 -0.2 -0.1
N 1.037 1.154 2.585 0.1 0.0 0.1
N -1.582 0.686 -2.714 0.0 0.2 -0.5
N 2.394 -0.712 -0.769 -0.1 0.2 0.1
N -3.713 -1.101 -1.527 0.2 0.1 0.2
N -0.692 4.429 2.316 0.0 0.1 0.0
N -5.129 -2.421 -0.600 -0.2 -0.2 0.1
N 5.561 -3.819 -2.863 0.0 0.0 0.1
N 3.502 -1.486 3.091 0.1 0.0 0.0
N -4.163 -2.201 0.295 0.1 0.3 -0.4
N -0.915 2.570 1.121 0.0 -0.3 0.0
N -3.320 -1.406 -0.264 -0.3 -0.2 -0.2
N 0.381 -2.149 -1.944 -0.3 0.1 0.0
N 1.467 -1.618 2.214 0.3 -0.2 0.1
N -2.446 2.310 -4.734 0.1 -0.2 0.1
C 4.065 -2.166 -1.703 0.1 0.0 0.0
C 0.650 4.437 -2.159 0.0 -0.1 0.0
C 6.305 -5.706 -4.268 -0.1 0.0 0.0
C -5.248 -5.350 0.876 0.0 0.0 -0.1
C 8.272 -7.371 -5.347 -0.1 0.0 0.0
C 3.328 -3.955 -3.182 0.0 0.0 -0.1
C -3.521 4.570 -0.636 0.0 0.0 0.0
C 1.832 -3.832 1.047 0.0 0.0 0.0
C 5.068 -1.474 -1.011 0.1 -0.1 0.0
C 0.887 -4.324 -3.602 0.1 -0.1 0.0
C 0.777 2.528 2.975 -0.1 -0.1 0.0
C 3.479 -2.686 2.399 -0.1 0.0 0.0
C -4.841 -1.746 -1.714 0.0 0.0 0.0
C -0.285 3.143 2.111 -0.1 0.1 0.0
C -2.305 0.883 -5.055 0.0 0.3 0.3
C -2.446 5.840 1.133 0.0 0.1 0.0
C 8.993 -9.098 -6.799 0.0 0.0 0.0
C 4.066 -4.730 1.378 0.0 0.0 0.0
C 8.602 -6.432 -4.367 0.1 0.1 0.1
C 2.781 -4.810 0.816 0.0 0.0 0.0
C 7.632 -5.615 -3.837 0.0 0.1 0.1
C 1.953 -3.618 -3.025 0.0 -0.1 0.0
C 2.194 -2.753 1.854 0.0 0.1 0.0
C -1.678 4.709 1.384 0.1 0.0 0.1
C -3.366 5.751 0.105 0.0 0.0 0.0
C 2.875 2.780 -2.363 -0.1 0.0 0.0
C -0.603 -2.851 -2.483 0.1 0.0 0.0
C 3.360 -0.072 -0.137 -0.1 0.0 -0.1
C 4.438 -3.670 2.183 0.1 0.0 0.0
C -0.402 -3.943 -3.330 -0.1 0.0 0.0
C 1.651 -2.512 -2.198 0.0 0.1 0.1
C 4.343 -3.282 -2.554 0.1 0.1 0.1
C 6.956 -7.469 -5.792 -0.1 0.0 0.0
C -6.230 -3.358 -0.339 0.1 -0.2 0.0
C 1.963 0.464 3.480 0.0 0.0 -0.1
C -1.258 0.272 -4.122 0.0 0.1 -0.1
C 5.304 -4.820 -3.676 0.0 0.0 0.0
C -5.808 -4.838 -0.452 0.2 0.1 0.1
C -4.826 -5.077 -1.598 -0.1 0.0 0.0
C -1.811 3.528 0.651 0.1 -0.1 0.0
C 5.989 -6.636 -5.249 0.0 0.0 0.0
C -2.754 3.451 -0.372 0.0 0.0 0.0
C 4.713 -0.415 -0.217 0.0 0.0 0.1
C 2.730 -1.761 -1.545 -0.1 0.0 0.1
C 2.283 -0.896 2.930 0.0 -0.1 0.0
H -0.274 0.666 -4.356 0.1 0.0 0.1
H 0.879 4.993 -3.066 0.0 0.0 0.0
H 3.225 3.342 -3.227 0.0 0.0 0.0
H -5.454 -1.740 -2.603 0.1 0.0 0.1
H -4.268 4.538 -1.419 0.0 0.0 0.0
H -2.335 0.097 -2.328 -0.1 -0.2 0.2
H 7.884 -4.887 -3.077 0.0 0.0 0.0
H -1.230 -0.813 -4.180 0.0 0.0 0.0
H -2.902 2.530 -0.925 0.0 0.0 0.0
H 3.526 -5.659 -4.456 0.0 0.0 0.0
H 0.839 -3.895 0.614 0.1 0.0 0.0
H -3.269 0.397 -4.894 0.0 0.0 0.0
H 4.976 -6.726 -5.630 0.0 0.0 0.0
H 3.224 3.250 -1.444 0.0 0.0 0.0
H -6.725 -5.384 -0.680 -0.1 0.0 0.0
H 0.433 2.536 4.012 0.0 0.0 0.0
H -3.323 2.688 -5.068 0.0 0.0 0.0
H 3.252 1.760 -2.414 0.0 0.0 0.0
H 8.617 -8.627 -7.709 0.0 0.0 0.0
H 4.265 -1.133 3.642 0.0 0.1 0.0
H -1.704 2.854 -5.161 0.0 0.0 0.0
H -6.005 -5.315 1.663 0.1 0.0 0.0
H 3.061 0.788 0.462 0.0 -0.1 0.0
H 6.680 -8.178 -6.559 0.0 0.0 0.0
H -1.616 -2.547 -2.225 0.0 0.0 0.0
H 5.454 0.150 0.337 0.0 0.0 0.0
H -0.757 0.718 -2.104 -0.1 -0.1 -0.2
H 9.930 -9.598 -7.014 0.0 0.0 0.0
H 6.099 -1.791 -1.124 -0.1 0.0 0.0
H 1.417 1.144 1.645 0.1 0.1 0.0
H -2.332 6.750 1.711 0.0 -0.1 0.0
H -0.418 4.500 -1.943 0.1 0.0 0.0
H -1.959 1.643 -2.828 0.1 0.1 0.1
H 1.673 3.160 2.939 0.1 0.1 0.0
H -5.182 -4.658 -2.545 0.0 0.0 0.1
H -1.246 -4.481 -3.741 0.0 0.0 0.0
H 1.489 0.362 4.458 0.0 0.0 0.0
H -4.392 -4.749 1.196 0.0 -0.1 0.0
H -2.008 0.698 -6.086 0.0 -0.1 -0.1
H 5.431 -3.611 2.614 -0.1 0.0 0.0
H -6.595 -3.144 0.662 -0.1 0.1 0.0
H 1.079 -5.177 -4.244 0.0 0.0 0.0
H -7.016 -3.119 -1.050 0.0 0.1 -0.1
H -3.987 6.607 -0.126 0.0 0.0 0.0
H 9.632 -6.368 -4.038 -0.1 0.0 0.0
H 2.900 1.014 3.635 0.1 0.0 0.0
H -3.843 -4.650 -1.371 0.0 0.0 0.0
H -0.363 5.050 3.035 0.0 0.0 0.0
H 8.268 -9.830 -6.437 0.0 0.0 0.0
H 2.531 -5.662 0.195 0.0 0.0 0.0
H 1.203 4.854 -1.318 0.0 0.0 0.0
H -4.917 -6.385 0.777 0.0 0.1 0.0
H 4.780 -5.518 1.177 0.0 0.0 0.0
H -4.688 -6.149 -1.745 0.0 0.1 0.0
```
Forces are in eV/Å.

Computed properties:
LUMO in Eh: -0.1468
ΔE to the lowest compared entry with this formula, charge and spin in kJ/mol: 0.0
HOMO-LUMO gap in Eh: 0.259
Charge: +2

Löwdin atomic charge list, values in e, 6 entries: number 1, Rb, carries 0.71; number 2, S, carries 0.74; number 3, O, carries -0.06; number 4, N, carries 0.19; number 5, N, carries -0.12; number 6, N, carries 0.16



# 4
This record from the Open Molecules 2025 dataset describes a molecular structure, C5H13O4P at a distorted geometry. The level of theory is ωB97M-V/def2-TZVPD.

XYZ file:
```
23
Properties=species:S:1:pos:R:3:forces:R:3
P 0.933 -0.587 -0.847 -1.4 0.9 1.8
O -0.268 1.412 0.522 0.2 0.0 -1.4
O -2.055 0.164 -0.493 0.5 0.4 1.4
O 1.002 -2.209 -0.884 0.2 1.7 -1.7
O 0.877 0.081 -2.164 0.5 -0.7 0.3
C 2.459 -0.082 0.158 -1.2 -1.6 -2.4
C -1.953 0.950 -1.667 0.0 2.3 -0.6
C -0.911 0.203 0.267 3.2 -2.0 0.1
C 0.613 -2.987 0.159 0.1 -0.5 3.5
C -0.764 2.119 1.577 -0.9 4.0 1.4
H -0.984 3.249 1.279 0.6 -2.2 0.4
H -2.105 0.316 -2.515 1.2 -0.7 -0.6
H -0.960 -0.254 1.289 -0.9 -0.4 -1.2
H -1.715 1.770 1.940 -0.6 -0.5 0.0
H 3.317 -0.620 -0.252 -0.1 0.1 0.1
H 2.480 0.920 -0.106 0.5 2.1 -0.6
H -0.113 2.182 2.479 0.1 -0.3 -0.8
H 2.412 -0.109 1.194 -0.3 -0.6 1.9
H -2.855 1.595 -1.870 0.7 -0.1 1.3
H -1.002 1.604 -1.587 -1.7 -1.3 -0.9
H 0.575 -3.998 -0.150 -0.4 -1.0 -0.6
H 1.350 -3.022 1.016 -0.3 0.4 -0.8
H -0.334 -2.697 0.656 0.1 0.0 -0.6
```
Forces are in eV/Å.

Computed properties:
LUMO in Eh: 0.0249
ΔE to the lowest compared entry with this formula, charge and spin in kJ/mol: 525.4
HOMO-LUMO gap in Eh: 0.339

natural (NBO) atomic charge list, values in e, 6 entries: number 1, P, carries 1.96; number 2, O, carries -0.58; number 3, O, carries -0.54; number 4, O, carries -0.80; number 5, O, carries -1.09; number 6, C, carries -0.97



# 5
This record from the Open Molecules 2025 dataset describes a molecular structure, C4H6O8Zn2 at a distorted geometry. The level of theory is ωB97M-V/def2-TZVPD.

XYZ file:
```
20
Properties=species:S:1:pos:R:3:forces:R:3
Zn -0.072 -0.446 -0.255 -0.5 -0.7 -0.2
Zn 0.256 -3.361 -0.928 -0.3 1.1 0.1
O -1.335 -0.876 -1.843 -2.2 1.6 -3.0
O -0.661 -2.244 0.736 -5.5 -0.3 0.5
O 0.620 1.389 -0.807 -0.4 0.4 -0.2
O 0.618 -1.577 -1.931 5.1 1.5 0.4
O -1.185 0.901 0.981 0.2 1.2 -0.2
O 1.149 -3.247 0.846 1.7 -3.1 2.2
O 1.014 -1.144 1.352 1.1 1.5 3.9
O -0.785 -2.904 -2.716 -1.6 -0.6 -2.2
C 0.727 2.263 0.309 0.4 0.1 0.3
C 0.427 -2.286 1.401 3.0 1.6 -9.2
C -0.553 2.188 1.150 0.1 -0.2 0.7
C -0.549 -1.641 -2.502 -1.0 -3.2 7.3
H -1.824 0.839 1.695 -0.1 -0.6 -0.1
H -0.297 2.265 2.211 0.4 0.1 -0.1
H 0.925 3.280 -0.029 -0.2 0.1 0.1
H 1.183 1.666 -1.534 0.0 -0.2 -0.1
H -1.260 3.005 0.994 0.0 -0.1 -0.7
H 1.602 1.930 0.870 -0.2 0.1 0.3
```
Forces are in eV/Å.

Computed properties:
LUMO in Eh: -0.0360
HOMO-LUMO gap in Eh: 0.289

natural (NBO) atomic charge list, values in e, 6 entries: number 1, Zn, carries 1.74; number 2, Zn, carries 1.71; number 3, O, carries -0.82; number 4, O, carries -0.96; number 5, O, carries -0.79; number 6, O, carries -1.03



# 6
This record from the Open Molecules 2025 dataset describes a molecular structure, C24H28N7ORbS5Se2 at a distorted geometry. The level of theory is ωB97M-V/def2-TZVPD.

XYZ file:
```
68
Properties=species:S:1:pos:R:3:forces:R:3
Rb -0.082 0.668 -0.585 0.4 0.8 -0.3
Se -0.847 3.616 2.730 0.3 -0.4 0.7
Se 2.242 2.984 3.605 -0.4 0.9 0.1
S -4.289 2.753 -1.834 0.9 0.8 -0.9
S -2.724 2.359 -3.246 -0.8 -0.2 0.7
S 0.134 -1.854 -3.482 -0.4 0.6 -0.1
S -2.613 3.915 -4.425 0.1 0.2 0.0
S -5.045 1.071 -1.175 -0.3 -0.7 0.2
O -1.552 -1.161 0.269 0.1 -0.2 0.2
N 2.223 -1.190 -1.244 -0.2 1.0 -0.1
N -3.758 -1.464 0.398 0.0 0.3 0.2
N 0.507 -4.100 -2.204 0.0 -0.3 0.2
N 2.730 1.385 -0.538 0.1 -0.2 -0.1
N 1.680 0.566 2.412 -0.2 0.1 -0.6
N -0.418 3.766 0.004 0.1 -0.5 -0.1
N 1.938 -2.449 -1.554 0.7 -1.5 0.8
C 5.115 2.010 0.731 -0.2 0.4 0.1
C 2.927 2.571 0.002 0.2 0.3 0.1
C 2.321 0.361 4.696 0.0 -0.1 0.1
C -0.292 4.380 -1.159 0.0 0.2 -0.4
C -2.507 -1.916 0.215 -0.3 -0.7 0.4
C 4.098 2.946 0.645 0.3 -0.1 0.0
C 0.922 -2.776 -2.298 0.0 0.3 -0.6
C 4.912 0.757 0.191 -0.2 -0.3 -0.2
C -2.846 -3.815 -1.411 -0.2 -0.2 0.1
C -4.959 -2.244 0.263 -0.1 -0.2 -0.4
C 2.054 1.125 3.554 0.1 0.1 0.2
C 2.168 -1.004 4.635 0.0 -0.2 -0.1
C -0.692 4.492 1.083 0.0 0.2 0.2
C 3.442 -0.863 -0.980 -0.2 -1.2 -0.5
C -4.360 -4.010 -1.471 0.1 0.2 -0.1
C 1.541 -0.746 2.356 0.0 -0.5 0.0
C -0.868 5.879 1.014 0.1 0.0 0.1
C 4.599 -1.824 -1.139 -0.5 0.0 -0.1
C -0.736 6.508 -0.201 0.1 0.0 -0.3
C -5.172 -2.756 -1.162 0.0 -0.3 0.2
C 3.694 0.461 -0.439 0.4 0.8 0.3
C -0.433 5.748 -1.325 0.0 0.0 0.0
C 1.766 -1.586 3.436 0.0 -0.1 0.0
C -2.324 -3.402 -0.032 0.3 0.1 -0.2
H 4.262 -2.646 -1.765 0.1 -0.1 0.0
H 4.194 3.925 1.088 -0.1 0.0 0.0
H -2.811 -3.985 0.754 0.0 0.0 0.1
H 6.046 2.249 1.234 0.0 0.0 0.0
H 2.639 0.863 5.597 0.0 0.0 0.1
H -2.372 -4.763 -1.684 0.1 0.1 0.0
H -4.641 -4.795 -0.758 -0.1 -0.1 0.0
H 1.645 -2.658 3.345 0.0 0.0 -0.1
H -0.061 3.743 -2.008 0.0 0.1 -0.1
H -6.232 -2.976 -1.307 -0.1 0.0 0.0
H -4.900 -1.952 -1.846 -0.1 0.1 -0.1
H -0.838 7.582 -0.279 -0.1 0.1 0.0
H 4.890 -2.222 -0.167 0.1 -0.1 0.1
H 1.183 -4.744 -1.820 0.1 0.1 0.1
H 0.028 -4.420 -3.030 0.1 0.1 0.0
H -2.526 -3.069 -2.140 0.1 0.0 -0.1
H -5.790 -1.592 0.534 0.0 0.0 0.1
H 2.104 3.272 -0.068 -0.1 0.0 0.0
H -1.081 6.419 1.925 0.0 0.0 0.0
H -3.878 -0.458 0.289 0.1 0.0 0.1
H 2.359 -1.618 5.509 0.0 0.0 0.0
H -1.249 -3.583 -0.003 -0.1 0.0 0.1
H -4.928 -3.082 0.972 -0.2 0.1 0.0
H -4.628 -4.360 -2.473 0.0 -0.1 0.0
H 5.686 0.010 0.279 0.0 -0.1 0.0
H -0.320 6.194 -2.301 0.0 0.0 -0.1
H 5.466 -1.353 -1.598 0.1 0.1 0.0
H 1.257 -1.146 1.388 0.0 -0.2 0.0
```
Forces are in eV/Å.

Computed properties:
LUMO (spin up / spin down) in Eh: 0.1283 / 0.1267
ΔE to the lowest compared entry with this formula, charge and spin in kJ/mol: 112.1
HOMO-LUMO gap (spin up / spin down) in Eh: 0.206 / 0.194
Charge: -2

natural (NBO) atomic charge list, values in e, 6 entries: number 1, Rb, carries 0.91; number 2, Se, carries -0.09; number 3, Se, carries -0.19; number 4, S, carries 0.03; number 5, S, carries 0.10; number 6, S, carries -0.49



Total energy readings, ordered: -144422.020 -9765.662 -83423.447 -22872.555 -117458.761 -223348.027 eV